1.
C36H34NO2 | ωB97M-V/def2-TZVPD

Atoms and positions in Å:
1 C -4.462 6.973 4.604
2 C -3.591 7.164 3.526
3 C -3.465 6.187 2.538
4 C -4.226 5.021 2.653
5 O -4.043 3.974 1.738
6 C -2.863 3.232 1.816
7 C -2.888 2.008 2.498
8 C -1.750 1.242 2.568
9 C -0.561 1.600 1.860
10 C 0.550 0.715 1.937
11 C 1.924 1.067 1.862
12 C 2.871 0.045 2.182
13 C 4.227 0.242 2.000
14 C 4.718 1.467 1.523
15 C 3.822 2.528 1.343
16 C 2.461 2.365 1.587
17 C -0.576 2.841 1.172
18 C -1.694 3.654 1.173
19 C -5.143 4.834 3.695
20 C -5.226 5.803 4.693
21 H -4.545 7.736 5.378
22 H -2.999 8.076 3.440
23 H -2.791 6.297 1.684
24 H -3.828 1.703 2.962
25 H -1.742 0.365 3.220
26 H 0.343 -0.276 2.340
27 H 2.500 -0.890 2.607
28 H 4.926 -0.565 2.214
29 H 5.781 1.599 1.300
30 H 4.194 3.502 1.021
31 H 1.833 3.253 1.627
32 H 0.307 3.181 0.640
33 H -1.686 4.613 0.655
34 H -5.743 3.921 3.715
35 H -5.900 5.640 5.536
36 O -0.293 -1.787 -3.347
37 C 0.559 -2.622 -2.576
38 C 0.870 -3.792 -3.537
39 C 0.913 -3.523 -4.906
40 C 1.172 -4.554 -5.827
41 C 1.421 -5.858 -5.382
42 C 1.400 -6.123 -4.008
43 C 1.118 -5.098 -3.090
44 C 1.837 -1.876 -2.183
45 C 1.758 -0.515 -1.917
46 C 2.907 0.200 -1.569
47 C 4.144 -0.446 -1.489
48 C 4.212 -1.826 -1.711
49 C 3.059 -2.547 -2.047
50 C -0.138 -3.002 -1.253
51 C -1.397 -3.843 -1.488
52 C -2.300 -3.498 -0.299
53 C -1.815 -2.138 0.229
54 N -0.573 -1.856 -0.475
55 H -0.771 -1.202 -2.742
56 H 0.740 -2.508 -5.268
57 H 1.182 -4.320 -6.896
58 H 1.641 -6.654 -6.101
59 H 1.605 -7.133 -3.645
60 H 1.114 -5.316 -2.016
61 H 0.802 0.006 -2.001
62 H 2.824 1.266 -1.359
63 H 5.048 0.115 -1.236
64 H 5.167 -2.350 -1.621
65 H 3.106 -3.627 -2.206
66 H 0.590 -3.589 -0.657
67 H -1.872 -3.557 -2.441
68 H -1.121 -4.899 -1.539
69 H -3.353 -3.492 -0.587
70 H -2.151 -4.255 0.475
71 H -2.566 -1.370 0.006
72 H -1.703 -2.141 1.322
73 H 0.126 -1.391 0.082

Cartesian forces (eV/Å) of the 6 atoms listed first:
0.1 -0.2 -0.1
-0.1 0.0 0.0
-0.3 -0.4 0.1
0.2 0.4 0.7
1.1 -0.9 -0.3
-0.9 0.5 0.1

Computed properties:
Charge: +1
LUMO in eV: -5.9119

Löwdin population analysis, charges in e, atoms 1 to 4: -0.075 -0.068 -0.013 -0.246



2.
C36H35As3N3O8S2W | ωB97M-V/def2-TZVPD

Atoms and positions in Å:
1 W 0.685 -0.934 -0.118
2 C -0.898 2.474 -0.355
3 C -1.067 2.276 1.137
4 As 0.188 0.891 1.837
5 C 1.594 2.269 1.888
6 C 1.940 2.963 3.043
7 C 2.909 3.959 3.005
8 C 3.534 4.288 1.815
9 C 3.173 3.623 0.651
10 C 2.212 2.624 0.689
11 C -0.552 1.026 3.647
12 C 0.270 0.860 4.758
13 C -0.246 0.906 6.045
14 C -1.602 1.118 6.237
15 C -2.431 1.261 5.135
16 C -1.915 1.200 3.849
17 As -0.993 0.728 -1.173
18 C -2.859 0.329 -0.795
19 C -3.292 -0.985 -0.652
20 C -4.622 -1.256 -0.360
21 C -5.532 -0.220 -0.217
22 C -5.115 1.091 -0.403
23 C -3.789 1.364 -0.697
24 C -1.070 1.281 -3.004
25 C 0.013 1.991 -3.516
26 C -0.061 2.523 -4.793
27 C -1.207 2.335 -5.557
28 C -2.263 1.588 -5.058
29 C -2.196 1.050 -3.778
30 H 0.060 2.938 -0.578
31 H -1.669 3.090 -0.809
32 H -2.091 1.965 1.320
33 H -0.837 3.154 1.733
34 H 1.442 2.765 3.978
35 H 3.170 4.479 3.918
36 H 4.294 5.058 1.792
37 H 3.640 3.873 -0.293
38 H 1.976 2.114 -0.230
39 H 1.334 0.705 4.639
40 H 0.413 0.770 6.892
41 H -2.012 1.156 7.238
42 H -3.495 1.406 5.269
43 H -2.602 1.244 3.020
44 H -2.607 -1.805 -0.794
45 H -4.948 -2.282 -0.250
46 H -6.565 -0.432 0.024
47 H -5.825 1.904 -0.325
48 H -3.493 2.389 -0.869
49 H 0.914 2.118 -2.927
50 H 0.773 3.086 -5.191
51 H -1.275 2.774 -6.544
52 H -3.145 1.422 -5.662
53 H -3.020 0.466 -3.391
54 N -0.400 -4.365 1.745
55 N -1.150 -3.374 2.383
56 C -1.287 -2.123 1.875
57 O -1.867 -1.239 2.486
58 O -0.794 -1.940 0.668
59 H -0.994 -4.974 1.196
60 H 0.119 -4.896 2.428
61 H -1.604 -3.550 3.264
62 O 3.595 1.046 -1.861
63 As 3.079 -0.554 -1.335
64 O 1.416 -0.328 -1.901
65 O 2.396 -0.144 0.305
66 C 2.487 -2.463 -3.499
67 C 3.135 -2.408 -4.698
68 C 2.605 -3.183 -5.731
69 C 1.478 -3.969 -5.526
70 C 0.839 -3.983 -4.296
71 C 1.352 -3.190 -3.268
72 S 0.468 -3.121 -1.758
73 O -0.467 -1.941 -1.767
74 O -0.168 -4.371 -1.550
75 O 1.467 -2.726 -0.665
76 H 4.553 1.169 -1.825
77 H 4.017 -1.797 -4.847
78 H 3.079 -3.162 -6.704
79 H 1.083 -4.565 -6.337
80 H -0.047 -4.578 -4.117
81 S 3.194 -1.126 3.731
82 C 3.907 -2.119 2.568
83 C 2.958 -2.569 1.707
84 N 1.687 -2.118 1.944
85 C 1.673 -1.343 3.013
86 H 4.965 -2.323 2.553
87 H 3.139 -3.248 0.889
88 H 0.844 -1.404 3.712

Cartesian forces (eV/Å) of the 6 atoms listed first:
-1.6 0.8 0.9
0.5 0.2 0.5
-0.3 -0.4 -0.4
-0.8 2.4 0.1
0.4 -0.4 0.0
-0.1 0.0 0.0

Computed properties:
Spin multiplicity: 3
Relative energy (zero: lowest compared OMol25 entry of this formula, charge and spin) in kcal/mol: 22.2
Charge: +1
LUMO (alpha / beta) in eV: -3.1303 / -3.5129

Löwdin population analysis, charges in e, atoms 1 to 4: 1.414 -0.378 -0.369 1.334



3.
C36H35BNO22 | ωB97M-V/def2-TZVPD

Atoms and positions in Å:
1 C -1.676 4.293 2.722
2 C -0.489 3.299 2.585
3 C 0.511 3.631 1.424
4 C -0.186 4.340 0.213
5 C 1.811 4.384 1.856
6 C 2.740 3.317 2.549
7 N 3.281 2.326 1.579
8 B 1.540 5.482 2.957
9 O 1.356 5.142 4.343
10 O 1.453 6.877 2.697
11 H -1.359 5.313 3.004
12 H -2.305 3.933 3.563
13 H -2.322 4.327 1.833
14 H 0.027 3.117 3.542
15 H -0.956 2.316 2.324
16 H 0.844 2.647 1.021
17 H 0.615 4.480 -0.535
18 H -0.621 5.314 0.479
19 H -0.915 3.650 -0.261
20 H 2.215 2.833 3.398
21 H 3.616 3.877 2.934
22 H 2.774 1.466 1.755
23 H 3.060 2.684 0.652
24 H 0.828 5.823 4.756
25 H 1.796 7.001 1.815
26 C 7.742 4.877 0.093
27 C 8.685 4.553 -0.792
28 C 8.626 3.284 -1.570
29 O 9.512 3.046 -2.384
30 C 7.516 2.378 -1.323
31 C 6.563 2.692 -0.432
32 C 6.607 3.979 0.331
33 O 5.725 4.244 1.115
34 O 5.540 1.867 -0.196
35 O 9.744 5.356 -1.033
36 H 7.775 5.796 0.660
37 H 7.498 1.454 -1.885
38 H 4.961 2.295 0.490
39 H 10.266 4.895 -1.710
40 C 8.849 0.771 -7.194
41 C 9.077 1.337 -8.380
42 C 9.506 2.761 -8.500
43 O 9.719 3.222 -9.607
44 C 9.648 3.540 -7.274
45 C 9.418 2.979 -6.081
46 C 9.013 1.544 -5.961
47 O 8.829 1.065 -4.862
48 O 9.540 3.675 -4.945
49 O 8.933 0.656 -9.531
50 H 8.539 -0.261 -7.097
51 H 9.943 4.575 -7.376
52 H 9.328 3.053 -4.206
53 H 9.158 1.290 -10.233
54 C -1.687 -2.100 3.307
55 C -0.879 -1.157 2.813
56 C 0.247 -0.593 3.613
57 O 0.963 0.245 3.112
58 C 0.432 -1.082 4.981
59 C -0.379 -2.020 5.474
60 C -1.487 -2.603 4.663
61 O -2.189 -3.472 5.154
62 O -0.240 -2.492 6.728
63 O -1.036 -0.669 1.574
64 H -2.506 -2.521 2.738
65 H 1.240 -0.654 5.558
66 H -0.943 -3.155 6.831
67 H -0.332 -0.003 1.465
68 C -4.860 -3.448 -0.582
69 C -6.007 -3.684 -1.223
70 C -7.205 -4.221 -0.513
71 O -8.233 -4.401 -1.139
72 C -7.086 -4.511 0.915
73 C -5.938 -4.278 1.556
74 C -4.749 -3.717 0.851
75 O -3.733 -3.507 1.483
76 O -5.795 -4.536 2.866
77 O -6.143 -3.451 -2.538
78 H -3.986 -3.058 -1.085
79 H -7.954 -4.915 1.414
80 H -4.881 -4.282 3.087
81 H -7.059 -3.699 -2.751
82 C -10.431 -6.954 -1.026
83 C -11.587 -7.192 -1.651
84 C -12.775 -7.730 -0.926
85 O -13.811 -7.912 -1.536
86 C -12.635 -8.020 0.501
87 C -11.479 -7.785 1.125
88 C -10.300 -7.223 0.404
89 O -9.275 -7.011 1.023
90 O -11.317 -8.043 2.433
91 O -11.742 -6.959 -2.965
92 H -9.566 -6.561 -1.540
93 H -13.497 -8.425 1.013
94 H -10.401 -7.785 2.635
95 H -12.660 -7.209 -3.164

Cartesian forces (eV/Å) of the 6 atoms listed first:
0.2 -0.4 1.1
-0.8 -0.5 -1.1
0.3 0.6 -0.2
0.7 -1.0 0.0
0.1 -0.5 1.3
0.1 1.9 -0.7

Computed properties:
Charge: -1
LUMO in eV: -0.7325

Löwdin population analysis, charges in e, atoms 1 to 4: -0.118 -0.231 -0.393 -0.106



4.
C36H35BrN3O3PdS | ωB97M-V/def2-TZVPD

Atoms and positions in Å:
1 Pd 0.151 -0.221 -0.157
2 O 3.900 -0.493 4.003
3 C 2.832 0.291 4.351
4 C 2.786 0.975 5.559
5 C 1.704 1.788 5.844
6 C 0.674 1.934 4.925
7 C 0.733 1.241 3.728
8 C 1.795 0.401 3.428
9 C 1.862 -0.359 2.121
10 O 0.610 -0.777 1.672
11 N 2.505 0.522 1.092
12 N 2.097 0.364 -0.194
13 C 2.841 0.691 -1.182
14 C 2.426 0.598 -2.571
15 Br 0.648 -0.031 -2.878
16 C 3.275 0.870 -3.569
17 C 3.094 0.814 -5.021
18 C 4.156 0.340 -5.793
19 C 4.042 0.262 -7.170
20 C 2.876 0.682 -7.794
21 C 1.828 1.186 -7.037
22 C 1.932 1.251 -5.658
23 H 4.523 -0.533 4.736
24 H 3.597 0.871 6.270
25 H 1.671 2.317 6.788
26 H -0.169 2.574 5.146
27 H -0.070 1.336 3.009
28 H 2.470 -1.263 2.267
29 H 3.492 0.714 1.220
30 H 3.855 1.045 -1.002
31 H 4.274 1.145 -3.239
32 H 5.073 0.026 -5.311
33 H 4.867 -0.115 -7.758
34 H 2.790 0.631 -8.871
35 H 0.929 1.540 -7.523
36 H 1.122 1.674 -5.082
37 O -1.216 -1.887 -0.433
38 S -1.432 -2.936 0.656
39 C -3.041 -2.542 1.409
40 C -4.194 -2.345 0.474
41 C -5.249 -3.252 0.446
42 C -6.317 -3.068 -0.418
43 C -6.342 -1.970 -1.264
44 C -5.302 -1.052 -1.232
45 C -4.236 -1.234 -0.366
46 C -1.751 -4.439 -0.308
47 C -1.688 -5.655 0.575
48 C -0.459 -6.093 1.063
49 C -0.389 -7.196 1.899
50 C -1.546 -7.874 2.253
51 C -2.772 -7.451 1.764
52 C -2.841 -6.345 0.929
53 H -2.823 -1.635 1.974
54 H -3.211 -3.347 2.128
55 H -5.250 -4.092 1.128
56 H -7.135 -3.777 -0.422
57 H -7.176 -1.823 -1.938
58 H -5.326 -0.184 -1.878
59 H -3.433 -0.507 -0.333
60 H -0.938 -4.425 -1.036
61 H -2.696 -4.335 -0.840
62 H 0.447 -5.567 0.788
63 H 0.571 -7.529 2.270
64 H -1.490 -8.738 2.902
65 H -3.675 -7.986 2.025
66 H -3.794 -6.035 0.526
67 N -1.212 1.740 -0.257
68 C -2.493 1.581 0.391
69 C -3.649 2.075 -0.198
70 C -4.880 1.863 0.405
71 C -4.958 1.183 1.611
72 C -3.800 0.706 2.205
73 C -2.568 0.886 1.592
74 H -1.356 2.070 -1.206
75 H -0.658 2.446 0.218
76 H -3.589 2.620 -1.133
77 H -5.777 2.241 -0.065
78 H -5.917 1.023 2.084
79 H -3.852 0.174 3.146
80 H -1.670 0.468 2.035

Cartesian forces (eV/Å) of the 6 atoms listed first:
1.3 -1.6 -0.2
0.0 0.0 0.0
0.0 0.0 -0.1
0.0 0.0 0.0
0.0 0.0 0.0
0.0 0.0 0.0

Computed properties:
Relative energy (zero: lowest compared OMol25 entry of this formula, charge and spin) in kcal/mol: 39.3
Charge: +1
LUMO in eV: -3.5491

Löwdin population analysis, charges in e, atoms 1 to 4: 0.839 0.053 -0.266 -0.016



5.
C36H36BF14IN2O17P | ωB97M-V/def2-TZVPD

Atoms and positions in Å:
1 C -2.310 2.510 -0.928
2 C -1.637 1.528 0.175
3 C -0.033 1.764 0.263
4 F 0.187 3.109 -0.188
5 C 0.774 0.656 -0.530
6 C 0.396 0.422 -2.093
7 C 0.617 1.701 -3.001
8 C 1.564 1.526 -4.259
9 F 1.880 0.182 -4.575
10 F 0.844 1.999 -5.410
11 C 2.955 2.297 -4.179
12 F 3.614 2.051 -5.419
13 F 3.730 1.648 -3.213
14 C 2.871 3.874 -3.976
15 F 1.568 4.406 -4.090
16 F 3.593 4.459 -5.051
17 C 3.461 4.422 -2.600
18 F 2.977 5.760 -2.474
19 F 3.014 3.752 -1.467
20 C 5.052 4.518 -2.521
21 F 5.414 4.107 -1.213
22 F 5.741 3.674 -3.386
23 C 5.658 5.982 -2.695
24 F 7.059 5.817 -2.805
25 F 5.276 6.602 -3.895
26 F 5.472 6.797 -1.581
27 O 2.217 0.810 -0.646
28 B 3.064 -0.352 -0.356
29 I 3.835 -1.566 -2.076
30 C 4.227 0.299 0.637
31 C 5.663 0.405 -0.018
32 O 5.919 1.011 -1.092
33 N 6.802 -0.194 0.685
34 C 8.109 0.276 0.153
35 C 6.806 -1.689 0.600
36 O 2.150 -1.344 0.275
37 C 0.799 -0.821 0.187
38 C 0.389 -0.866 1.767
39 N 1.430 -0.165 2.608
40 P -0.429 -2.137 -0.519
41 O -1.775 -2.250 0.574
42 O 0.395 -3.629 -0.254
43 H -3.261 2.013 -1.311
44 H -1.637 2.660 -1.832
45 H -2.621 3.499 -0.462
46 H -1.908 0.472 -0.129
47 H -2.075 1.857 1.171
48 H 0.191 1.781 1.387
49 H 0.945 -0.517 -2.402
50 H -0.730 0.182 -2.112
51 H -0.407 2.017 -3.412
52 H 0.996 2.626 -2.440
53 H 3.905 1.375 0.875
54 H 4.244 -0.305 1.614
55 H 8.196 1.404 0.052
56 H 8.273 -0.256 -0.855
57 H 8.989 -0.047 0.819
58 H 6.130 -2.122 -0.199
59 H 7.889 -2.015 0.416
60 H 6.549 -2.096 1.640
61 H 0.379 -1.945 2.154
62 H -0.612 -0.339 1.881
63 H 1.822 0.641 2.099
64 H 0.973 0.247 3.433
65 H -2.406 -1.557 0.302
66 H 0.446 -3.736 0.728
67 C -2.197 -2.347 -5.932
68 C -2.605 -1.691 -4.844
69 C -2.774 -0.209 -4.846
70 O -3.167 0.353 -3.837
71 C -2.453 0.518 -6.077
72 C -2.042 -0.138 -7.164
73 C -1.898 -1.622 -7.170
74 O -1.538 -2.187 -8.188
75 O -1.738 0.520 -8.312
76 O -2.882 -2.344 -3.688
77 H -2.071 -3.421 -5.944
78 H -2.563 1.594 -6.060
79 H -1.470 -0.174 -8.944
80 H -3.154 -1.650 -3.059
81 C -3.760 -4.748 4.486
82 C -5.074 -4.724 4.713
83 C -6.058 -4.726 3.593
84 O -7.252 -4.722 3.843
85 C -5.539 -4.728 2.223
86 C -4.223 -4.749 1.994
87 C -3.239 -4.774 3.116
88 O -2.048 -4.811 2.872
89 O -3.727 -4.747 0.735
90 O -5.570 -4.696 5.980
91 H -3.038 -4.748 5.291
92 H -6.263 -4.712 1.420
93 H -2.754 -4.764 0.840
94 H -6.541 -4.683 5.879
95 C -4.362 1.317 7.760
96 C -5.334 0.662 8.399
97 C -5.743 -0.713 7.993
98 O -6.623 -1.286 8.613
99 C -5.063 -1.322 6.848
100 C -4.093 -0.667 6.207
101 C -3.665 0.697 6.629
102 O -2.763 1.256 6.030
103 O -3.457 -1.220 5.142
104 O -5.992 1.222 9.447
105 H -4.054 2.314 8.046
106 H -5.379 -2.312 6.551
107 H -2.802 -0.554 4.855
108 H -6.641 0.552 9.733

Cartesian forces (eV/Å) of the 6 atoms listed first:
-0.3 -0.7 0.0
0.2 1.5 -0.9
-1.2 -0.3 0.8
0.2 -1.5 0.2
2.5 -2.3 -1.9
-1.7 0.4 1.3

Computed properties:
Charge: -1
LUMO in eV: -0.5045

Löwdin population analysis, charges in e, atoms 1 to 4: -0.096 -0.147 -0.183 -0.050